No. 1
# C4H4N2O

An isolated molecule of C4H4N2O at a distorted geometry (ωB97M-V with the def2-TZVPD basis set, OMol25).

The geometry in ORCA input format:
```
! RIJCOSX wB97M-V def2-TZVPD def2/J DEFGRID3
* xyz 0 1
H 0.25765 2.44772 -0.25272
N 1.02460 1.90886 -0.19452
C 0.77976 0.64715 -0.10225
N 1.93597 -0.22704 0.25145
C 1.35876 -1.33700 -0.04939
O -0.04551 -1.51357 -0.28454
C -0.50101 -0.20822 -0.16041
C -1.75546 0.09528 0.09543
H 1.76546 -2.30683 0.02480
H -2.29424 1.08241 0.36969
H -2.52598 -0.58875 0.30246
*
```

Output
- structure (SMILES) = [H]/N=C1/N=COC1=C
- molecular weight (g mol⁻¹) = 96.089
- gap between HOMO and LUMO (eV) = 9.628
- HOMO level (Ha) = -0.354
- ΔE to the lowest compared entry with this formula, charge and spin (kJ/mol) = 248.6

Charge distribution, natural (NBO) scheme, values in e: 0.335, -0.579, 0.332, -0.411, 0.385, -0.467, 0.190, -0.421, 0.185, 0.230, 0.220

No. 2
# C4H4N2O

An isolated molecule of C4H4N2O (ωB97M-V with the def2-TZVPD basis set, OMol25).

The geometry in ORCA input format:
```
! RIJCOSX wB97M-V def2-TZVPD def2/J DEFGRID3
* xyz 0 1
N -0.79782 -0.05768 -1.95835
C 0.23877 0.10211 -1.36861
C 1.26726 -0.03624 -0.51521
C 0.79538 -0.52903 0.72977
C -0.49328 -0.37172 1.19849
N -1.33016 0.72837 1.03451
O -1.09401 1.55122 0.14703
H -1.52688 0.64601 -1.81328
H 2.30840 0.07463 -0.78659
H 1.49381 -1.07961 1.35663
H -0.86148 -1.02807 1.97561
*
```

Output
- structure (SMILES) = N=C=C/C=C\N=O
- molecular weight (g mol⁻¹) = 96.089
- gap between HOMO and LUMO (eV) = 8.002
- HOMO level (Ha) = -0.318
- ΔE to the lowest compared entry with this formula, charge and spin (kJ/mol) = 444.7

Charge distribution, natural (NBO) scheme, values in e: -0.579, 0.561, -0.472, -0.086, -0.206, 0.072, -0.401, 0.423, 0.262, 0.220, 0.207

No. 3
# C4H4N2O2

A structure of composition C4H4N2O2 at a distorted geometry (ωB97M-V with the def2-TZVPD basis set, OMol25).

The geometry in ORCA input format:
```
! RIJCOSX wB97M-V def2-TZVPD def2/J DEFGRID3
* xyz 0 1
C 0.70633 0.54748 0.05804
C 1.01892 -1.60319 -0.07458
C -0.57825 0.02572 -0.08278
C -1.78697 0.67478 -0.24550
H 2.73780 1.34469 -0.10187
H 1.64839 2.73934 0.81683
H 1.51768 -2.53561 0.01139
H -1.91025 1.82637 -0.40323
N 1.56537 1.76567 -0.10705
N -0.29780 -1.38874 -0.05432
O 1.63084 -0.54124 0.12610
O -2.75918 0.05599 0.23332
*
```

Output
- molecular weight (g mol⁻¹) = 112.088
- gap between HOMO and LUMO (eV) = 8.903
- HOMO level (Ha) = -0.334
- ΔE to the lowest compared entry with this formula, charge and spin (kJ/mol) = 530.7

Charge distribution, natural (NBO) scheme, values in e: 0.443, 0.341, -0.083, 0.344, 0.411, 0.402, 0.202, 0.158, -0.870, -0.438, -0.426, -0.484

No. 4
# C4H4N2O2

An isolated molecule of C4H4N2O2 at a distorted geometry (ωB97M-V with the def2-TZVPD basis set, OMol25).

The geometry in ORCA input format:
```
! RIJCOSX wB97M-V def2-TZVPD def2/J DEFGRID3
* xyz 0 1
N 2.93819 -0.54294 -0.91930
C 2.12603 -0.09867 -0.19347
C 1.20016 0.55638 0.65670
C -0.21950 0.73908 0.06090
O -0.65110 1.65625 -0.54581
C -0.84069 -0.71182 -0.03627
N -2.11974 -0.58557 -0.37934
O 0.02214 -1.63500 0.18982
H 0.92317 0.03794 1.60439
H 1.59251 1.58555 0.94386
H -2.55457 -1.40291 -0.83094
H -2.41659 0.40171 -0.55055
*
```

Output
- structure (SMILES) = N#CCC(=O)C(N)=O
- molecular weight (g mol⁻¹) = 112.088
- gap between HOMO and LUMO (eV) = 9.629
- HOMO level (Ha) = -0.368
- ΔE to the lowest compared entry with this formula, charge and spin (kJ/mol) = 166.1

Charge distribution, natural (NBO) scheme, values in e: -0.299, 0.293, -0.626, 0.536, -0.489, 0.555, -0.786, -0.585, 0.281, 0.265, 0.419, 0.435

No. 5
# C4H4N2O2

An isolated molecule of C4H4N2O2 at a distorted geometry (ωB97M-V with the def2-TZVPD basis set, OMol25).

The geometry in ORCA input format:
```
! RIJCOSX wB97M-V def2-TZVPD def2/J DEFGRID3
* xyz 0 1
O 2.08321 -1.12156 0.33244
C 1.40858 -0.18203 0.03066
O 2.05999 1.05097 -0.35793
C -0.08135 -0.17547 -0.00456
N -0.90481 -1.21201 -0.34453
N -2.16993 -0.66119 -0.05112
C -2.15371 0.51721 0.09479
C -0.84174 1.18302 0.18514
H 2.90972 1.07557 0.08143
H -3.27985 0.91257 0.25285
H -0.82899 2.09517 -0.53786
H -0.41402 1.53740 1.34089
*
```

Output
- structure (SMILES) = O=C(O)C1=NN=CC1
- molecular weight (g mol⁻¹) = 112.088
- gap between HOMO and LUMO (eV) = 9.600
- HOMO level (Ha) = -0.386
- ΔE to the lowest compared entry with this formula, charge and spin (kJ/mol) = 390.7

Charge distribution, natural (NBO) scheme, values in e: -0.506, 0.733, -0.720, 0.106, -0.150, -0.274, 0.081, -0.563, 0.495, 0.215, 0.298, 0.282

No. 6
# C4H4N2O2

An isolated molecule of C4H4N2O2 at a distorted geometry (ωB97M-V with the def2-TZVPD basis set, OMol25).

The geometry in ORCA input format:
```
! RIJCOSX wB97M-V def2-TZVPD def2/J DEFGRID3
* xyz 0 1
O 2.45118 -1.62700 -0.43351
N 2.88905 -0.52722 -0.30421
O 4.02264 -0.35191 -0.22987
N 1.97259 0.49697 -0.15938
C 0.74170 0.36042 -0.03563
C -0.46180 -0.14916 0.02520
C -1.78795 0.28236 -0.54284
C -1.69792 0.21938 0.97199
H -2.37712 -0.33583 -1.29689
H -1.83376 1.20166 -0.94924
H -1.65522 1.14431 1.56179
H -2.26338 -0.71399 1.39259
*
```

Output
- structure (SMILES) = O=[N+]([O-])N=C=C1CC1
- molecular weight (g mol⁻¹) = 112.088
- gap between HOMO and LUMO (eV) = 9.432
- HOMO level (Ha) = -0.363
- ΔE to the lowest compared entry with this formula, charge and spin (kJ/mol) = 806.1

Charge distribution, natural (NBO) scheme, values in e: -0.395, 0.644, -0.314, -0.399, 0.468, -0.176, -0.392, -0.371, 0.242, 0.213, 0.239, 0.241

No. 7
# C4H4N2O2S

A cluster of 2 separate species, C4H4N2O2S in total at a distorted geometry (ωB97M-V with the def2-TZVPD basis set, OMol25).

The geometry in ORCA input format:
```
! RIJCOSX wB97M-V def2-TZVPD def2/J DEFGRID3
* xyz 0 1
C 1.27042 1.88529 -1.97569
C -0.18559 -0.09056 0.23115
C 0.78348 2.95946 -1.20862
C -0.68213 -2.61616 1.17221
N 1.93719 1.24350 -2.69161
N -0.25466 1.18925 0.05750
O 0.16910 3.58723 -0.44235
O -0.89914 2.12386 0.47423
S -1.01833 -0.83704 1.60019
H 0.45415 -0.74517 -0.36585
H 0.26859 -2.51389 0.65354
H -1.18204 -3.08702 0.39686
H -0.66103 -3.09875 2.09843
*
```

Output
- molecular weight (g mol⁻¹) = 144.155
- gap between HOMO and LUMO (alpha / beta) (eV) = 6.894 / 6.893
- HOMO level (alpha / beta) (Ha) = -0.305 / -0.305
- ΔE to the lowest compared entry with this formula, charge and spin (kJ/mol) = 731.9

Charge distribution, natural (NBO) scheme, values in e: 0.067, -0.216, 0.581, -0.699, -0.225, -0.003, -0.265, -0.334, 0.221, 0.218, 0.210, 0.217, 0.228

No. 8
# C4H4N2O2S

An isolated molecule of C4H4N2O2S at a distorted geometry (ωB97M-V with the def2-TZVPD basis set, OMol25).

The geometry in ORCA input format:
```
! RIJCOSX wB97M-V def2-TZVPD def2/J DEFGRID3
* xyz 0 1
C -0.02065 1.19024 0.31222
C 1.21564 -1.19475 0.42762
C -1.32116 0.57340 0.14908
C -1.17997 -0.88432 -0.43974
N 2.27489 -1.19479 -0.06894
N 0.78013 2.00944 0.35102
O 1.74933 2.73563 0.32015
O 3.38072 -0.84398 -0.32337
S -0.25382 -2.00837 0.50213
H -1.76381 0.49841 1.17095
H -1.98954 1.00714 -0.51328
H -2.26929 -1.14179 -0.37554
H -0.60248 -0.74628 -1.51229
*
```

Output
- molecular weight (g mol⁻¹) = 144.155
- gap between HOMO and LUMO (alpha / beta) (eV) = 8.849 / 8.850
- HOMO level (alpha / beta) (Ha) = -0.327 / -0.327
- ΔE to the lowest compared entry with this formula, charge and spin (kJ/mol) = 696.4

Charge distribution, natural (NBO) scheme, values in e: 0.173, -0.102, -0.474, -0.571, 0.206, 0.211, -0.415, -0.362, 0.363, 0.241, 0.240, 0.251, 0.238

No. 9
# C4H4N2O2S

An isolated molecule of C4H4N2O2S at a distorted geometry (ωB97M-V with the def2-TZVPD basis set, OMol25).

The geometry in ORCA input format:
```
! RIJCOSX wB97M-V def2-TZVPD def2/J DEFGRID3
* xyz 0 1
C 1.52922 -0.56400 -0.09152
C 0.33489 0.41242 0.02723
C 0.34868 1.80529 0.11498
S -1.21665 2.46503 0.20276
N -2.08738 1.16271 0.09717
C -0.88249 -0.12649 0.03903
N -1.32688 -1.47391 0.03945
O -2.32065 -1.73887 -0.61070
O -0.59491 -2.28582 0.56998
H 1.61262 -0.91772 0.97371
H 1.10088 -1.31819 -0.78140
H 2.32281 0.16558 -0.45783
H 1.17987 2.41396 -0.12285
*
```

Output
- structure (SMILES) = Cc1csnc1[N+](=O)[O-]
- molecular weight (g mol⁻¹) = 144.155
- gap between HOMO and LUMO (alpha / beta) (eV) = 8.425 / 8.424
- HOMO level (alpha / beta) (Ha) = -0.350 / -0.350
- ΔE to the lowest compared entry with this formula, charge and spin (kJ/mol) = 626.0

Charge distribution, natural (NBO) scheme, values in e: -0.620, -0.070, -0.502, 0.889, -0.641, 0.213, 0.482, -0.336, -0.373, 0.253, 0.241, 0.225, 0.241

No. 10
# C4H4N2O4

A cluster of 2 separate species, C4H4N2O4 in total at a distorted geometry (ωB97M-V with the def2-TZVPD basis set, OMol25).

The geometry in ORCA input format:
```
! RIJCOSX wB97M-V def2-TZVPD def2/J DEFGRID3
* xyz 0 1
C 0.39329 -1.00916 1.86119
C -0.54745 -1.69234 1.67740
N -1.77800 -2.39270 1.54027
O -2.18799 -2.39856 0.37533
O -2.27214 -2.81770 2.54933
H 1.21722 -0.37187 2.14795
C -0.08169 0.09879 -1.98083
C 0.34557 1.08024 -1.22123
N 1.26666 1.74608 -0.71979
O 1.90730 1.42639 0.23054
O 1.35545 3.11633 -1.12128
H -1.19295 -0.09142 -2.12276
H 0.49528 -0.43152 -2.72399
H 1.07946 3.73743 -0.49213
*
```

Output
- structure (SMILES) = C#C[N+](=O)[O-].C=C=[N+]([O-])O
- molecular weight (g mol⁻¹) = 144.086
- gap between HOMO and LUMO (eV) = 8.775
- HOMO level (Ha) = -0.350
- ΔE to the lowest compared entry with this formula, charge and spin (kJ/mol) = 785.5

Charge distribution, natural (NBO) scheme, values in e: -0.138, 0.033, 0.496, -0.351, -0.308, 0.267, -0.429, 0.184, 0.338, -0.450, -0.582, 0.233, 0.224, 0.485